Entry 1:
Density functional theory data (ωB97M-V/def2-TZVPD) for 4 unconnected molecules or ions with the total composition H8S4.

Each line ends with the Löwdin spin population.
Element x y z (Å)
S  -0.46827  1.05695  -3.70491  0.000
H  -0.94317  2.22590  -3.25935  0.000
H  -0.51138  1.49441  -4.96313  0.000
H  -1.15020  -2.56473  -1.67990  0.020
S  -0.24000  -2.67994  -0.70433  0.466
H  -0.12394  -4.01534  -0.81024  0.017
S  -1.44742  4.08855  2.31447  0.000
H  -0.92425  3.68428  3.48054  0.000
H  -2.60026  4.43733  2.89406  0.000
S  2.24566  -2.56935  2.03892  0.465
H  3.24017  -2.13110  2.82958  0.019
H  1.79855  -1.33910  1.73526  0.013

Results
Multiplicity   2
LUMO energy (alpha / beta)   -3.5 / -10.0 eV
Frontier orbital gap (alpha / beta)   0.3018 / 0.0628 Ha
⟨S²⟩   0.7553
Relative energy (zero: lowest compared OMol25 entry of this formula, charge and spin)   0.0 kJ/mol
Total charge   +1


Entry 2:
Density functional theory data (ωB97M-V/def2-TZVPD) for 2 unconnected molecules or ions with the total composition H8SSi3.

Each line ends with the Löwdin charge.
Element x y z (Å)
Si  -2.67239  0.02741  1.14701  0.438
Si  3.30337  0.29730  -0.46386  0.681
Si  -1.15282  -0.42834  -0.53831  -0.129
S  0.62297  -1.07891  0.35412  -0.046
H  -3.25989  1.32114  0.59712  -0.091
H  -3.40516  -1.20399  1.27456  -0.132
H  -1.62622  0.16663  2.09770  -0.146
H  3.85683  0.29905  0.96715  -0.112
H  2.70247  1.63240  -0.92755  -0.107
H  4.05613  -0.60699  -1.42496  -0.116
H  -1.47555  -1.23331  -1.80925  -0.103
H  -0.94973  0.80762  -1.27373  -0.137

Results
LUMO energy   -1.6 eV
Frontier orbital gap   0.2455 Ha
Relative energy (zero: lowest compared OMol25 entry of this formula, charge and spin)   225.5 kJ/mol
Total charge   0


Entry 3:
Density functional theory data (ωB97M-V/def2-TZVPD) for 4 unconnected molecules or ions with the total composition H9NO3.

Each line ends with the Löwdin charge.
Element x y z (Å)
N  -0.71211  0.17952  1.24299  0.031
H  0.06399  0.72848  0.96074  -0.009
H  -0.58062  0.09608  2.25410  0.043
H  -1.60272  0.65134  1.11288  0.037
O  2.51272  -1.24992  0.93995  -0.059
H  1.62030  -0.95636  1.10882  -0.016
H  2.34160  -1.79719  0.14734  0.050
O  0.32442  2.33927  -1.38878  -0.058
H  0.08444  1.46994  -1.05768  -0.001
H  1.29501  2.23098  -1.38712  0.051
O  -2.16525  -1.27974  -0.90309  -0.087
H  -1.22377  -1.52258  -0.88494  0.024
H  -2.23389  -0.67954  -0.13625  -0.007

Results
LUMO energy   0.2 eV
Frontier orbital gap   0.4244 Ha
SMILES string   N.O.O.O
Relative energy (zero: lowest compared OMol25 entry of this formula, charge and spin)   74.9 kJ/mol
Total charge   0


Entry 4:
Density functional theory data (ωB97M-V/def2-TZVPD) for 4 unconnected molecules or ions with the total composition H9O4.

Each line ends with the Löwdin charge.
Element x y z (Å)
O  -0.34484  -1.79543  1.81396  -0.006
H  -0.40534  -2.10151  2.73014  0.098
H  -0.31955  -2.57745  1.25511  0.082
O  0.24260  -1.00141  -1.63069  -0.008
H  -0.36137  -1.52997  -2.17087  0.095
H  1.09403  -1.03007  -2.09585  0.102
O  0.37595  2.67442  -0.29277  -0.028
H  0.06970  2.96705  -1.16674  0.086
H  1.02364  3.31936  0.01437  0.079
O  -0.62032  0.33850  0.41351  0.191
H  -0.38645  -0.06977  -0.48542  0.092
H  -0.08505  1.16457  0.54726  0.116
H  -0.28300  -0.35829  1.06799  0.100

Results
LUMO energy   -3.3 eV
Frontier orbital gap   0.4784 Ha
Relative energy (zero: lowest compared OMol25 entry of this formula, charge and spin)   34.2 kJ/mol
Total charge   +1


Entry 5:
Density functional theory data (ωB97M-V/def2-TZVPD) for 4 unconnected molecules or ions with the total composition H9O4.

Each line ends with the Löwdin charge.
Element x y z (Å)
O  2.13483  0.78810  0.11867  -0.029
H  2.63528  1.54013  -0.18004  0.066
H  2.52877  0.49778  0.96784  0.091
O  -2.66381  0.88513  0.03848  0.042
H  -2.90049  1.79603  0.17683  0.094
H  -3.45175  0.41084  0.28526  0.094
O  0.79648  -1.75642  -0.84258  0.001
H  1.67213  -1.42260  -1.09769  0.087
H  0.76151  -2.65375  -1.17945  0.095
O  -0.40216  -0.04925  0.50263  0.190
H  -1.35756  0.24742  0.35095  0.069
H  -0.02853  -0.89465  0.10462  0.076
H  0.27530  0.61125  0.75449  0.124

Results
LUMO energy   -3.2 eV
Frontier orbital gap   0.4907 Ha
Relative energy (zero: lowest compared OMol25 entry of this formula, charge and spin)   40.8 kJ/mol
Total charge   +1


Entry 6:
Density functional theory data (ωB97M-V/def2-TZVPD) for a molecular structure, HHfIO5PS.

Each line ends with the Löwdin charge.
Element x y z (Å)
O  -0.31852  0.60640  1.55027  -0.656
S  -1.00050  1.03275  0.21638  0.766
O  -0.18692  2.16906  -0.45068  -0.201
O  -2.56783  1.63644  0.66465  -0.159
O  -1.29175  -0.25326  -0.86562  -0.450
P  0.18108  -1.01439  -1.40022  0.803
O  1.60935  -0.27111  -0.73261  -0.370
I  0.15165  -3.27748  -0.32057  0.925
H  2.37702  -0.58346  -1.31505  0.143
Hf  1.04642  -0.04496  2.65345  2.200

Results
LUMO energy   -18.0 eV
Frontier orbital gap   0.1386 Ha
Total charge   +3


Entry 7:
Density functional theory data (ωB97M-V/def2-TZVPD) for 2 unconnected molecules or ions with the total composition HI2PS2.

Each line ends with the Löwdin spin population.
Element x y z (Å)
P  -0.68369  1.28839  0.81383  0.647
S  -2.40894  0.22681  0.33044  0.185
S  0.93128  -0.01396  0.34860  0.197
I  1.50983  -1.44922  -2.71887  0.909
I  2.77590  0.89377  1.66518  0.052
H  -2.12438  -0.94579  -0.43917  0.010

Results
Multiplicity   3
LUMO energy (alpha / beta)   -1.5 / -3.2 eV
Frontier orbital gap (alpha / beta)   0.2314 / 0.2313 Ha
⟨S²⟩   2.0122
Relative energy (zero: lowest compared OMol25 entry of this formula, charge and spin)   0.0 kJ/mol
Total charge   0


Entry 8:
Density functional theory data (ωB97M-V/def2-TZVPD) for 2 unconnected molecules or ions with the total composition HIN3P.

Each line ends with the Löwdin charge.
Element x y z (Å)
H  3.13151  1.02159  0.14554  0.016
N  2.29233  1.39103  0.74023  -0.480
P  1.44163  2.52478  0.11584  0.343
I  0.25989  3.38035  2.19529  0.113
N  0.86221  -2.85638  0.15443  0.010
N  0.93761  -1.83421  -0.15004  -0.002

Results
LUMO energy   -0.9 eV
Frontier orbital gap   0.3183 Ha
SMILES string   [H]/N=P/I.N#N
Relative energy (zero: lowest compared OMol25 entry of this formula, charge and spin)   21.4 kJ/mol
Total charge   0


Entry 9:
Density functional theory data (ωB97M-V/def2-TZVPD) for a single HINOP molecule.

Each line ends with the Löwdin charge.
Element x y z (Å)
O  -1.08460  -2.61791  0.43282  -0.172
N  -0.24496  -1.98504  -0.17639  -0.475
P  -0.69335  -0.53226  -0.74796  0.365
I  -2.89666  0.16403  0.04762  0.311
H  0.41352  -0.19534  0.17358  -0.029

Results
LUMO energy (alpha / beta)   -0.8 / -0.8 eV
Frontier orbital gap (alpha / beta)   0.3155 / 0.3156 Ha
SMILES string   O=NPI
Relative energy (zero: lowest compared OMol25 entry of this formula, charge and spin)   90.4 kJ/mol
Total charge   0


Entry 10:
Density functional theory data (ωB97M-V/def2-TZVPD) for a single HIP2S molecule.

Each line ends with the Löwdin charge.
Element x y z (Å)
I  -2.48588  -3.62656  0.29534  0.220
P  -0.68894  -2.08775  -0.33365  -0.176
S  -0.34129  -1.36790  1.67284  -0.063
P  -1.24082  -0.08785  0.23481  0.214
H  0.09637  0.15005  -0.06314  -0.195

Results
LUMO energy   -0.3 eV
Frontier orbital gap   0.3158 Ha
SMILES string   IP1#S#[PH]1
Relative energy (zero: lowest compared OMol25 entry of this formula, charge and spin)   25.3 kJ/mol
Total charge   0